# 1
Entry from the Open Molecules 2025 dataset: C26H31I2N6O3SSeZr as an isolated structure (ωB97M-V/def2-TZVPD).

The geometry in ORCA input format:
```
! RIJCOSX wB97M-V def2-TZVPD def2/J DEFGRID3
* xyz 1 1
Zr 0.57 0.14 0.54
C -2.46 1.66 -1.01
C -1.18 2.07 -1.68
C -1.19 3.17 -2.52
C -0.04 3.55 -3.18
C 1.09 2.77 -3.04
C 1.04 1.67 -2.21
N -0.06 1.35 -1.49
C 2.19 0.74 -2.10
C 3.27 0.82 -2.95
C 4.28 -0.12 -2.83
C 4.21 -1.07 -1.83
C 3.14 -1.03 -0.95
N 2.12 -0.18 -1.12
C 3.15 -1.87 0.28
C 4.37 -2.19 0.85
C 4.37 -2.90 2.04
C 3.16 -3.32 2.56
C 1.98 -3.01 1.89
C 0.70 -3.62 2.38
N 1.97 -2.24 0.79
H -3.25 1.62 -1.76
H -2.75 2.40 -0.26
H -2.37 0.70 -0.53
H -2.11 3.73 -2.64
H -0.03 4.43 -3.81
H 2.00 3.03 -3.57
H 3.33 1.57 -3.71
H 5.12 -0.11 -3.52
H 4.98 -1.81 -1.71
H 5.29 -1.83 0.43
H 5.30 -3.12 2.55
H 3.12 -3.91 3.46
H 0.73 -4.70 2.22
H -0.16 -3.21 1.86
H 0.57 -3.45 3.45
C -1.90 0.10 5.22
N -0.78 -0.15 4.31
C 0.57 0.16 4.79
C -0.98 -0.53 3.08
O -0.04 -0.83 2.29
C -2.40 -0.68 2.55
O -2.37 -0.82 1.15
C -2.40 -2.11 0.60
C -1.19 -2.34 -0.30
O -0.43 -1.39 -0.58
N -1.01 -3.55 -0.79
C -1.93 -4.65 -0.49
C 0.11 -3.84 -1.68
H -1.52 0.09 6.24
H -2.66 -0.68 5.14
H -2.35 1.07 5.02
H 0.79 -0.46 5.66
H 0.61 1.21 5.07
H 1.30 -0.01 4.00
H -2.97 0.22 2.78
H -2.89 -1.53 3.03
H -3.29 -2.20 -0.03
H -2.46 -2.88 1.37
H -2.03 -4.80 0.59
H -1.53 -5.56 -0.92
H -2.92 -4.48 -0.92
H 0.60 -2.91 -1.97
H -0.26 -4.35 -2.57
H 0.84 -4.47 -1.18
S -2.12 3.28 3.03
C -1.25 2.40 2.02
N -0.62 1.74 1.27
I -1.96 -1.13 -3.64
I -3.96 0.33 -4.59
Se 2.58 1.09 1.65
*
```

## Properties
- LUMO energy (eV) = -3.98
- highest occupied orbital energy (Ha) = -0.3261
- frontier orbital gap (hartree) = 0.1799

---

# 2
Entry from the Open Molecules 2025 dataset: an isolated ion of composition C5H10NOS and charge +1 (ωB97M-V/def2-TZVPD).

The geometry in ORCA input format:
```
! RIJCOSX wB97M-V def2-TZVPD def2/J DEFGRID3
* xyz 1 1
C 3.16 0.16 0.93
C -1.56 -0.45 -0.13
C -1.99 -1.37 0.84
C -0.29 0.33 0.12
C -0.50 1.47 -0.87
N 2.25 0.25 0.08
O 0.81 -1.25 -1.55
S 1.03 -0.96 -0.15
H 3.09 -0.57 1.70
H 3.95 0.78 0.82
H -1.32 -1.00 -1.03
H -2.45 0.05 -0.59
H -1.57 -1.75 1.78
H -2.85 -2.00 0.61
H -0.10 0.59 1.10
H -1.48 1.95 -0.81
H -0.32 1.32 -1.98
H 0.13 2.45 -0.87
*
```

## Properties
- energy relative to the best compared isomer or geometry (same formula, charge and spin) (kJ/mol) = 554.6
- LUMO energy (eV) = -7.51
- highest occupied orbital energy (Ha) = -0.4825
- frontier orbital gap (hartree) = 0.2063

---

# 3
Entry from the Open Molecules 2025 dataset: C23H25Br2N7PdS as an isolated structure (ωB97M-V/def2-TZVPD).

The geometry in ORCA input format:
```
! RIJCOSX wB97M-V def2-TZVPD def2/J DEFGRID3
* xyz 4 1
Pd -0.30 -0.15 -0.95
C 1.96 -3.21 -3.02
C 1.29 -2.36 -2.00
N 0.21 -1.67 -2.24
N -0.21 -1.48 -3.56
C 0.06 -0.25 -4.02
N -0.08 0.09 -5.27
S 0.63 0.91 -2.83
C 1.82 -2.15 -0.66
C 2.90 -2.84 -0.16
C 3.34 -2.56 1.13
C 2.63 -1.65 1.89
C 1.51 -1.00 1.35
N 1.18 -1.19 0.07
H 1.28 -3.59 -3.77
H 2.74 -2.61 -3.52
H 2.46 -4.06 -2.56
H -0.53 -2.26 -4.12
H -0.23 -0.59 -6.01
H 0.06 1.05 -5.57
H 3.40 -3.60 -0.75
H 4.21 -3.06 1.55
H 2.92 -1.45 2.90
H -0.42 -0.28 1.73
Br -0.14 6.17 0.61
C -0.29 4.34 0.45
C 0.51 3.48 1.14
C 0.32 2.08 1.01
N -0.54 1.56 0.08
C -1.37 2.45 -0.58
C -1.30 3.79 -0.40
C -2.33 1.81 -1.48
C -3.46 2.39 -2.00
C -4.34 1.62 -2.77
Br -5.88 2.36 -3.46
C -4.04 0.27 -2.98
C -2.89 -0.25 -2.46
N -2.04 0.50 -1.73
H 1.27 3.84 1.82
H 1.51 1.71 2.57
H -1.98 4.46 -0.91
H -3.69 3.43 -1.80
H -4.72 -0.38 -3.52
H -2.65 -1.30 -2.58
C 1.58 0.19 4.54
C 0.42 -0.35 3.69
C 0.20 -1.84 3.94
C -0.86 0.40 4.08
C 0.58 -0.11 2.15
N 0.92 1.27 1.88
H 1.32 0.04 5.59
H 1.73 1.27 4.44
H 2.53 -0.30 4.39
H -0.11 -1.98 4.97
H 1.09 -2.45 3.80
H -0.60 -2.24 3.30
H -1.05 0.26 5.15
H -1.73 0.02 3.55
H -0.79 1.48 3.92
*
```

## Properties
- energy relative to the best compared isomer or geometry (same formula, charge and spin) (kJ/mol) = 0.0
- LUMO energy (alpha / beta) (eV) = -16.03 / -16.03
- highest occupied orbital energy (alpha / beta) (Ha) = -0.7370 / -0.7370
- frontier orbital gap (alpha / beta) (hartree) = 0.1478 / 0.1478

---

# 4
Entry from the Open Molecules 2025 dataset: C21H31CrN5O6S as an isolated structure (ωB97M-V/def2-TZVPD).

The geometry in ORCA input format:
```
! RIJCOSX wB97M-V def2-TZVPD def2/J DEFGRID3
* xyz 1 4
O 1.22 5.48 -0.39
H 1.85 5.29 0.33
Cr 0.66 0.85 -0.36
N -0.45 2.38 -0.96
N 0.01 1.37 1.43
N 1.44 0.41 -2.11
N 1.64 -0.71 0.24
O -0.78 2.58 -2.17
O 1.34 1.02 -3.34
O 1.64 -1.22 1.50
O 0.29 0.78 2.55
C -0.72 2.52 1.40
C -0.97 3.06 0.10
C 2.07 -0.79 -2.08
C 2.20 -1.41 -0.78
C -1.76 4.29 -0.17
H -1.18 5.00 -0.77
H -2.04 4.80 0.76
H -2.69 4.05 -0.72
C -1.10 3.19 2.69
H -0.19 3.44 3.27
H -1.73 2.54 3.31
H -1.65 4.12 2.51
C 2.46 -1.50 -3.34
C 2.87 -2.73 -0.58
H 2.50 -0.76 -4.16
H 1.71 -2.27 -3.58
H 3.43 -1.97 -3.19
H 2.59 -3.15 0.39
H 3.96 -2.62 -0.65
H 2.55 -3.42 -1.37
H 0.65 1.73 -3.24
H 1.13 -0.49 2.05
C 2.37 1.85 0.13
H 2.06 2.86 -0.21
H 3.27 1.50 -0.40
H 2.64 1.83 1.20
O 1.52 4.29 -3.29
H 1.42 5.08 -2.70
H 2.16 3.74 -2.83
N -0.95 -0.16 -0.93
S -1.87 -1.40 -0.39
C -0.89 -2.91 -0.47
C -0.61 -3.73 0.63
C 0.11 -4.91 0.45
C 0.50 -5.32 -0.83
C 0.20 -4.51 -1.93
C -0.52 -3.33 -1.76
C -2.40 -1.06 1.28
C -3.73 -0.60 1.41
C -4.25 -0.33 2.67
C -3.47 -0.51 3.81
C -2.15 -0.94 3.68
C -1.61 -1.21 2.42
H -1.29 0.12 -1.86
H -0.97 -3.46 1.62
H 0.36 -5.53 1.31
H 1.05 -6.26 -0.97
H 0.51 -4.81 -2.93
H -0.81 -2.72 -2.62
H -4.33 -0.48 0.50
H -5.28 0.02 2.76
H -3.88 -0.30 4.80
H -1.52 -1.06 4.56
H -0.59 -1.59 2.33
*
```

## Properties
- LUMO energy (alpha / beta) (eV) = -6.62 / -6.62
- highest occupied orbital energy (alpha / beta) (Ha) = -0.3819 / -0.3857
- frontier orbital gap (alpha / beta) (hartree) = 0.1385 / 0.1426

---

# 5
Entry from the Open Molecules 2025 dataset: a 2-piece molecular cluster, C32H54FNO7S2 overall (ωB97M-V/def2-TZVPD).

The geometry in ORCA input format:
```
! RIJCOSX wB97M-V def2-TZVPD def2/J DEFGRID3
* xyz 0 1
C 2.62 0.94 -2.08
C 2.66 1.59 -3.57
C 2.09 0.58 -4.70
C 1.02 1.26 -5.69
C -0.46 0.85 -5.16
C -0.69 1.52 -3.70
C -2.24 1.41 -3.22
C -2.58 2.58 -2.16
C -1.38 2.89 -1.14
C -1.94 3.78 0.11
C -1.26 3.38 1.52
C -2.37 2.81 2.58
C -2.46 1.22 2.36
C -1.58 0.40 3.41
C -1.78 -1.18 3.08
C -0.42 -2.02 3.22
C 0.43 -2.08 1.83
F 0.86 -0.71 1.62
O -0.51 -2.55 0.84
S 0.18 -2.76 -0.68
O -0.89 -3.29 -1.59
O 0.58 -1.40 -1.22
C 1.68 -3.84 -0.52
C 2.96 -2.94 -0.92
O 3.04 -2.66 -2.34
C 4.38 -2.19 -2.60
C 4.58 -1.91 -4.20
C 1.66 -5.18 -1.38
C 0.43 -6.11 -1.58
C 0.41 -7.41 -2.41
N 1.59 -7.88 -3.04
C 2.74 -7.08 -2.85
C 2.94 -5.75 -2.10
C 1.82 -4.27 1.03
C 1.78 -2.95 1.95
S 2.12 -3.57 3.70
H 1.65 1.20 -1.52
H 3.53 1.31 -1.48
H 2.74 -0.19 -2.18
H 2.03 2.56 -3.54
H 3.74 1.91 -3.77
H 1.71 -0.40 -4.24
H 3.01 0.29 -5.34
H 1.17 0.96 -6.78
H 1.07 2.40 -5.64
H -0.50 -0.29 -5.12
H -1.29 1.24 -5.84
H -0.05 0.90 -2.97
H -0.30 2.59 -3.72
H -2.92 1.42 -4.14
H -2.31 0.41 -2.65
H -2.98 3.52 -2.69
H -3.46 2.18 -1.53
H -0.91 1.94 -0.69
H -0.56 3.52 -1.66
H -1.74 4.90 -0.10
H -3.08 3.67 0.20
H -0.71 4.30 1.93
H -0.50 2.54 1.38
H -2.01 3.13 3.62
H -3.33 3.38 2.35
H -3.56 0.93 2.54
H -2.21 0.92 1.29
H -2.02 0.57 4.45
H -0.47 0.71 3.42
H -2.50 -1.61 3.88
H -2.31 -1.30 2.08
H 0.24 -1.45 3.98
H -0.68 -3.07 3.59
H 2.95 -1.92 -0.39
H 3.93 -3.47 -0.62
H 5.12 -3.06 -2.37
H 4.61 -1.25 -1.97
H 3.71 -2.39 -4.78
H 5.57 -2.40 -4.51
H 4.56 -0.78 -4.36
H -0.56 -5.79 -1.09
H -0.57 -8.01 -2.51
H 3.70 -7.50 -3.34
H 3.95 -5.22 -2.04
H 2.81 -4.83 1.18
H 0.94 -4.93 1.37
H 2.67 -2.26 1.72
H 2.73 -2.51 4.39
C -3.02 4.18 7.54
C -3.49 5.31 6.65
C -4.88 5.14 6.13
O -4.85 5.94 4.95
C -3.56 5.92 4.51
O -3.21 6.34 3.44
O -2.73 5.37 5.44
H -1.96 4.30 7.79
H -3.60 4.16 8.47
H -3.12 3.21 7.05
H -3.37 6.27 7.17
H -5.64 5.49 6.82
H -5.12 4.11 5.83
*
```

## Properties
- LUMO energy (eV) = -0.24
- highest occupied orbital energy (Ha) = -0.3445
- frontier orbital gap (hartree) = 0.3356
- SMILES = CCCCCCCCCCCCCCCC[C@]1(F)OS(=O)(=O)[C@](COCC)(c2ccncc2)C[C@@H]1S.C[C@@H]1COC(=O)O1

---

# 6
Entry from the Open Molecules 2025 dataset: a 2-piece molecular cluster, C3H4IN2P overall (ωB97M-V/def2-TZVPD).

The geometry in ORCA input format:
```
! RIJCOSX wB97M-V def2-TZVPD def2/J DEFGRID3
* xyz 0 1
C -0.04 -1.06 -0.83
C -0.43 -0.91 0.52
C 0.83 -0.04 -1.06
N 0.15 0.03 1.13
N 0.87 0.66 0.22
P 1.73 2.02 0.38
I -4.33 0.02 0.31
H -0.42 -1.76 -1.58
H -1.00 -1.73 1.13
H 1.46 0.38 -1.86
H 1.19 2.41 1.63
*
```

## Properties
- energy relative to the best compared isomer or geometry (same formula, charge and spin) (kJ/mol) = 203.2
- LUMO energy (alpha / beta) (eV) = -0.91 / -3.24
- highest occupied orbital energy (alpha / beta) (Ha) = -0.3751 / -0.2804
- frontier orbital gap (alpha / beta) (hartree) = 0.3418 / 0.1613

---

# 7
Entry from the Open Molecules 2025 dataset: one molecule with the formula C2H4ClN2P (ωB97M-V/def2-TZVPD).

The geometry in ORCA input format:
```
! RIJCOSX wB97M-V def2-TZVPD def2/J DEFGRID3
* xyz 0 1
C -0.01 1.00 -1.15
C -0.60 -0.25 -0.68
N -0.24 0.80 0.21
N 0.40 -1.11 1.54
P 0.70 0.50 1.54
Cl 0.85 -2.06 2.90
H 1.10 0.84 -1.53
H -0.71 1.81 -1.51
H -1.63 -0.42 -0.63
H 0.15 -1.11 -0.69
*
```

## Properties
- energy relative to the best compared isomer or geometry (same formula, charge and spin) (kJ/mol) = 334.9
- LUMO energy (eV) = -0.31
- highest occupied orbital energy (Ha) = -0.3387
- frontier orbital gap (hartree) = 0.3274
- SMILES = Cl/N=P/N1CC1

---

# 8
Entry from the Open Molecules 2025 dataset: one molecule with the formula C4H7N3 (ωB97M-V/def2-TZVPD).

The geometry in ORCA input format:
```
! RIJCOSX wB97M-V def2-TZVPD def2/J DEFGRID3
* xyz 0 1
C 2.21 0.18 0.39
N 1.11 0.77 -0.36
C -0.16 0.28 -0.25
N -1.13 0.63 -1.12
N -2.22 0.12 -0.52
C -1.99 -0.58 0.59
C -0.56 -0.63 0.81
H 1.88 -0.08 1.39
H 2.59 -0.73 -0.09
H 3.03 0.91 0.45
H 1.34 1.07 -1.29
H -3.10 0.19 -1.01
H -2.83 -0.91 1.19
H -0.16 -1.22 -0.19
*
```

## Properties
- energy relative to the best compared isomer or geometry (same formula, charge and spin) (kJ/mol) = 352.4
- LUMO energy (eV) = 0.92
- highest occupied orbital energy (Ha) = -0.3025
- frontier orbital gap (hartree) = 0.3364
- SMILES = CNc1cc[nH]n1

---

# 9
Entry from the Open Molecules 2025 dataset: a 2-piece molecular cluster, C14H31NO3 overall (ωB97M-V/def2-TZVPD).

The geometry in ORCA input format:
```
! RIJCOSX wB97M-V def2-TZVPD def2/J DEFGRID3
* xyz 0 1
C -0.65 2.38 -1.41
C -1.15 2.43 -2.85
C -2.47 3.20 -3.00
C -3.63 2.60 -2.20
C -4.06 1.23 -2.76
C -4.83 3.57 -2.13
O -4.99 4.34 -3.09
O -5.54 3.44 -1.11
H 0.26 1.77 -1.36
H -0.39 3.37 -1.04
H -1.38 1.94 -0.74
H -1.25 1.42 -3.25
H -0.39 2.93 -3.46
H -2.74 3.23 -4.05
H -2.33 4.24 -2.69
H -3.30 2.46 -1.17
H -5.08 1.28 -3.15
H -4.06 0.47 -1.98
H -3.39 0.89 -3.55
C 3.72 -1.61 0.11
C 2.79 -2.38 1.03
N 2.39 -1.65 2.30
C 3.63 -1.36 3.08
C 1.58 -2.58 3.17
C 0.22 -3.03 2.66
C 1.72 -0.31 2.07
C 0.51 -0.23 1.16
O 0.84 -0.65 -0.14
C -0.27 -1.10 -0.91
H 4.70 -1.45 0.55
H 3.86 -2.21 -0.79
H 3.30 -0.66 -0.20
H 3.28 -3.29 1.38
H 1.88 -2.66 0.52
H 4.18 -2.28 3.23
H 3.35 -0.93 4.04
H 4.24 -0.64 2.54
H 1.46 -2.07 4.13
H 2.22 -3.45 3.33
H -0.56 -2.29 2.87
H -0.06 -3.93 3.20
H 0.21 -3.26 1.60
H 2.50 0.34 1.67
H 1.45 0.05 3.06
H 0.23 0.83 1.14
H -0.34 -0.78 1.55
H -1.22 -0.85 -0.43
H -0.22 -2.18 -1.06
H -0.24 -0.61 -1.88
*
```

## Properties
- energy relative to the best compared isomer or geometry (same formula, charge and spin) (kJ/mol) = 325.2
- LUMO energy (eV) = -1.06
- highest occupied orbital energy (Ha) = -0.2031
- frontier orbital gap (hartree) = 0.1642

---

# 10
Entry from the Open Molecules 2025 dataset: C42H46AuN8OPSTe as an isolated structure (ωB97M-V/def2-TZVPD).

The geometry in ORCA input format:
```
! RIJCOSX wB97M-V def2-TZVPD def2/J DEFGRID3
* xyz 1 2
Au 0.15 -2.25 0.11
N 3.37 -1.03 2.92
C 2.33 -1.52 2.24
S 2.30 -1.10 0.54
N 1.44 -2.23 2.86
N 0.43 -2.75 2.21
C -0.63 -3.24 2.80
C -0.84 -3.15 4.26
C 0.16 -3.46 5.17
C -0.08 -3.34 6.53
C -1.31 -2.89 6.99
C -2.29 -2.54 6.08
C -2.06 -2.66 4.72
C -1.65 -3.81 1.94
C -2.77 -4.50 2.44
C -3.76 -4.90 1.56
C -3.61 -4.66 0.20
C -2.44 -4.05 -0.22
N -1.51 -3.64 0.62
H 4.01 -0.40 2.46
H 3.48 -1.23 3.90
H 1.12 -3.81 4.82
H 0.70 -3.59 7.24
H -1.49 -2.82 8.05
H -3.24 -2.17 6.43
H -2.81 -2.35 4.01
H -2.85 -4.71 3.49
H -4.66 -5.37 1.94
H -4.37 -4.93 -0.51
H -2.24 -3.87 -1.26
C 5.00 4.84 -3.63
C 3.91 4.13 -2.89
C 2.64 3.98 -3.44
C 1.64 3.28 -2.77
C 0.30 3.10 -3.42
C 1.92 2.76 -1.50
Te 0.29 1.43 -0.61
N -0.83 -0.22 0.16
C -1.85 -0.18 0.99
O -2.15 -1.16 1.68
C -2.73 1.03 1.00
C -3.01 1.74 -0.16
C -3.95 2.75 -0.14
C -4.62 3.05 1.04
C -4.33 2.35 2.20
C -3.39 1.34 2.18
C 0.22 2.45 1.24
C 0.45 1.71 2.39
C 0.40 2.30 3.63
C 0.11 3.65 3.73
C -0.14 4.39 2.58
C -0.09 3.81 1.32
C -0.38 4.62 0.10
C 3.19 2.87 -0.94
C 3.55 2.26 0.38
C 4.16 3.57 -1.64
H 4.66 5.19 -4.60
H 5.85 4.17 -3.78
H 5.35 5.70 -3.06
H 2.43 4.40 -4.41
H 0.20 3.72 -4.30
H -0.50 3.35 -2.72
H 0.17 2.06 -3.72
H -2.53 1.46 -1.10
H -4.18 3.30 -1.04
H -5.38 3.82 1.05
H -4.85 2.60 3.11
H -3.16 0.78 3.08
H 0.66 0.65 2.31
H 0.60 1.72 4.52
H 0.08 4.13 4.69
H -0.37 5.44 2.67
H -0.76 5.60 0.38
H -1.12 4.13 -0.52
H 0.53 4.75 -0.48
H 2.72 1.67 0.78
H 3.82 3.03 1.10
H 4.41 1.60 0.25
H 5.15 3.67 -1.21
C 0.98 -0.88 -4.91
N -0.41 -1.19 -4.62
C -0.75 -2.48 -5.21
N 0.14 -3.55 -4.77
C 1.51 -3.18 -5.07
N 1.90 -1.92 -4.47
C 1.97 -1.99 -3.03
P 0.33 -2.42 -2.27
C -0.68 -1.17 -3.20
C -0.04 -3.88 -3.38
H 1.26 0.06 -4.45
H 1.08 -0.79 -6.00
H -0.66 -2.39 -6.29
H -1.78 -2.73 -4.96
H 1.61 -3.08 -6.16
H 2.19 -3.97 -4.73
H 2.31 -1.02 -2.63
H 2.70 -2.75 -2.73
H -0.44 -0.18 -2.79
H -1.74 -1.36 -3.02
H -1.08 -4.21 -3.23
H 0.63 -4.71 -3.11
*
```

## Properties
- energy relative to the best compared isomer or geometry (same formula, charge and spin) (kJ/mol) = 247.1
- LUMO energy (alpha / beta) (eV) = -4.97 / -5.02
- highest occupied orbital energy (alpha / beta) (Ha) = -0.3568 / -0.3629
- frontier orbital gap (alpha / beta) (hartree) = 0.1740 / 0.1784